The following is a DFT calculation (ωB97M-V/def2-TZVPD) of a 12-piece molecular cluster, C26H76N2O12 overall.

SMILES string: NC(N)=O.CC(C)O.CC(C)O.CC(C)O.CC(C)O.CC(C)O.CC(C)O.CC(C)O.CO.CO.CO.CO
Lowest unoccupied orbital energy (hartree): 0.0157

Atoms and positions in Å:
N 0.46469 0.08863 0.63103
C 0.90169 -0.03137 -0.62297
N 0.04869 0.31563 -1.51797
O 2.16769 -0.38137 -0.83397
H 1.17069 -0.27737 1.34403
H -0.43431 0.31363 0.95503
H 0.44269 0.30463 -2.48097
H -0.91431 0.57463 -1.29797
C -1.66931 3.47563 0.57203
C -0.92831 4.73563 1.02103
C -1.79931 5.88363 1.28303
O -0.22231 4.53963 2.01803
H -2.37431 3.16563 1.33803
H -0.97431 2.70163 0.44103
H -2.14631 3.72563 -0.31897
H -0.27531 5.03263 0.17003
H -1.23331 6.67363 1.73403
H -2.59231 5.57563 1.97503
H -2.28431 6.17963 0.35503
H 0.41469 3.86763 1.87503
C 3.56469 -2.45437 3.21703
C 2.96969 -1.94837 1.87403
C 1.88569 -2.88237 1.40803
O 2.56969 -0.78137 2.08303
H 2.99169 -2.08137 4.06503
H 4.59769 -2.05337 3.35303
H 3.62769 -3.54737 3.30603
H 3.72269 -1.85037 1.12103
H 1.06669 -3.01637 2.12503
H 2.33769 -3.83137 1.22903
H 1.30869 -2.44837 0.56903
H 3.27669 -0.30537 2.50203
C 2.59769 1.08763 -3.56597
C 1.97269 -0.04937 -4.27097
C 2.47169 -1.40437 -3.78397
O 0.72469 -0.08437 -4.02997
H 2.06869 1.61963 -2.79397
H 2.78269 1.84163 -4.30597
H 3.59169 0.86063 -3.24897
H 2.15969 0.01863 -5.38897
H 3.54469 -1.37337 -3.57097
H 2.36469 -2.06737 -4.58097
H 1.97269 -1.78937 -2.90897
H 0.45569 -0.86337 -4.51097
C -2.79131 -0.88337 -0.71797
C -3.40131 0.43263 -0.96697
C -3.99731 1.18363 0.24903
O -2.65031 1.30263 -1.52197
H -3.43031 -1.52137 -0.13297
H -1.95931 -0.70637 -0.06897
H -2.45331 -1.33837 -1.61797
H -4.17831 0.19563 -1.68597
H -3.37631 1.18863 1.12803
H -4.86531 0.58263 0.53903
H -4.20131 2.22263 0.07603
H -3.15631 1.90463 -2.06997
C -1.36931 -3.53937 -0.42197
C -0.94031 -3.74337 -1.85297
C 0.61169 -3.85337 -1.90297
O -1.45931 -4.68937 -2.43097
H -0.92831 -2.61937 0.06003
H -0.98531 -4.28237 0.26503
H -2.43731 -3.54337 -0.33597
H -1.23831 -2.74337 -2.27597
H 1.00569 -4.68037 -1.28097
H 1.01469 -2.93437 -1.52097
H 0.94469 -3.91337 -2.92997
H -1.16531 -5.52337 -2.10497
C 0.62669 1.63263 3.23503
C 0.43469 0.38863 4.10603
C -0.75031 0.68863 5.02503
O 0.21569 -0.64837 3.50003
H 1.60169 1.67563 2.81203
H 0.47069 2.49263 3.81303
H -0.22231 1.74863 2.47803
H 1.23269 0.11863 4.76903
H -1.64131 0.90163 4.44403
H -0.45731 1.52563 5.69503
H -0.98731 -0.15037 5.68603
H 1.04569 -1.02237 3.20703
C -2.89031 -0.98737 2.68103
C -2.84531 -2.23837 3.47003
C -2.21331 -3.34437 2.63603
O -2.14631 -2.16537 4.50203
H -3.80431 -0.96737 2.04403
H -1.97631 -0.98137 2.02103
H -3.05731 -0.08437 3.29603
H -3.84231 -2.52837 3.73403
H -1.27231 -3.03237 2.26103
H -2.86731 -3.48937 1.74203
H -2.21631 -4.30437 3.19203
H -1.50231 -1.52237 4.29103
C 5.30169 -1.28437 -0.82397
O 4.78969 -0.07337 -0.37097
H 5.56069 -1.89937 0.03003
H 6.10569 -1.06637 -1.46897
H 4.49769 -1.69937 -1.44397
H 3.81069 -0.18537 -0.36597
C -2.61531 0.21063 -4.57497
O -3.52331 1.01563 -5.31397
H -3.08131 -0.40137 -3.79197
H -1.81931 0.80763 -4.07397
H -2.16531 -0.46937 -5.30497
H -3.35331 0.92763 -6.25297
C -0.40031 3.33563 -2.82997
O 0.62069 3.51963 -3.76097
H -0.64031 4.29963 -2.37497
H -0.10631 2.70863 -1.95497
H -1.28631 3.01963 -3.30897
H 1.35769 3.85863 -3.25497
C 2.86669 2.40663 0.24303
O 1.49869 2.66663 0.30803
H 3.16369 1.58063 0.86703
H 3.27869 3.28563 0.58003
H 3.21769 2.35563 -0.79297
H 1.00369 1.81663 0.38803

***

The following is a DFT calculation (ωB97M-V/def2-TZVPD) of C4H9O3Zn as an isolated structure.

Lowest unoccupied orbital energy (alpha / beta) (hartree): -0.0469 / -0.0485
Spin multiplicity: 2

Atoms and positions in Å:
C 3.11965 -0.04073 0.07142
O 2.01859 0.45176 0.77054
H 3.79387 0.76674 -0.25304
H 3.63716 -0.83519 0.63125
H 2.72304 -0.54520 -0.83704
O -0.93246 0.37310 1.67286
C -0.54166 1.13160 2.81382
C 0.76199 0.62377 3.60680
O 1.59581 -0.54832 3.79148
C 1.23364 -1.74753 2.96648
Zn 0.05151 -1.16996 1.26643
H -1.36484 0.87926 3.52219
H -0.29531 2.18997 2.60852
H 1.92482 0.94754 1.97274
H 0.07742 -0.18814 3.66678
H 0.63946 -2.39484 3.63521
H 2.21774 -2.17720 2.70431

***

The following is a DFT calculation (ωB97M-V/def2-TZVPD) of a 7-piece molecular cluster, C16H34BBr12N2O2 overall.

Total charge: -1
Lowest unoccupied orbital energy (hartree): 0.0676

Atoms and positions in Å:
N -0.01342 -0.10046 -0.68856
C -0.52113 0.39475 -1.74885
C -0.99021 1.79365 -1.91169
B -2.56734 1.93605 -1.35891
O -3.09174 0.69728 -0.68301
C -4.46544 0.90639 -0.87637
C -4.50313 1.24108 -2.36397
N -5.84440 1.58730 -2.82669
O -3.58995 2.31014 -2.39371
H -0.05101 0.63221 0.01996
H -0.63717 -0.24857 -2.62563
H -0.36469 2.45392 -1.31649
H -0.96094 2.11093 -2.95008
H -2.51749 2.80332 -0.44580
H -4.69702 1.87312 -0.40146
H -5.11907 0.11135 -0.51236
H -4.00906 0.43309 -2.92338
H -5.93596 1.30983 -3.79707
H -6.47516 0.96092 -2.33882
Br 0.82840 -0.68854 3.51556
C 1.98573 0.70313 2.80423
C 1.42599 2.07973 3.05608
Br -0.03229 2.47364 1.84035
H 2.11019 0.49633 1.74430
H 2.93510 0.57470 3.32017
H 2.18143 2.83955 2.86488
H 1.04711 2.19214 4.06676
Br -1.44809 -2.86731 4.77269
C -2.11779 -1.57027 6.05082
C -1.41247 -1.67863 7.37544
Br -2.02289 -3.23281 8.37474
H -3.18806 -1.73414 6.12957
H -1.93023 -0.59644 5.60215
H -1.64104 -0.81874 8.00050
H -0.33733 -1.77800 7.27260
Br 2.04499 2.89173 -7.20264
C 1.38216 4.31868 -6.05369
C 1.98290 4.25406 -4.67554
Br 1.17967 2.83498 -3.60459
H 0.30111 4.22743 -6.04048
H 1.66403 5.24261 -6.55407
H 1.77518 5.17380 -4.13288
H 3.05539 4.08572 -4.70361
Br -5.90710 -3.78658 6.38206
C -4.62424 -5.17525 6.83795
C -5.00646 -6.50474 6.24867
Br -6.46890 -7.34321 7.22510
H -4.55890 -5.19733 7.92003
H -3.67702 -4.83601 6.42524
H -4.17521 -7.20175 6.32070
H -5.32676 -6.42435 5.21577
Br 5.00983 -1.29233 3.89981
C 5.79460 -0.54823 2.28325
C 5.17324 -1.13600 1.04342
Br 5.81955 -2.93903 0.70745
H 6.86254 -0.72887 2.33901
H 5.60323 0.52170 2.33289
H 5.45483 -0.55770 0.16689
H 4.09138 -1.19744 1.10485
Br 6.96330 0.42884 -9.69168
C 5.62778 0.68953 -8.29838
C 4.48957 -0.28601 -8.41995
Br 3.27972 0.19077 -9.86428
H 5.29725 1.72015 -8.37027
H 6.15548 0.54010 -7.35970
H 3.88301 -0.26642 -7.51711
H 4.82443 -1.29948 -8.61211

***

For each record above, in turn, the calculated F_max values are 12.2 5.2 1.3 eV/Å.
For each record above, in turn, the calculated total energy values are -2048.234918 -2162.447328 -31803.133833 hartree.